Here is a structure of composition C47H22ClF20GeN5O7S2Sn at a distorted geometry from OMol25. Energies are from the ωB97M-V functional and the def2-TZVPD basis.

Each line ends with the Mulliken charge.
Positions of all 106 atoms, in Å:
Sn: -0.41914 0.47350 1.78349  2.56
N: 1.70046 0.48860 5.80929  0.02
C: 0.48336 0.29450 6.40019  -0.94
C: -0.40994 0.11690 5.38409  -0.60
N: 0.24146 0.19730 4.20049  0.47
C: 1.51386 0.42930 4.46999  -0.28
C: 2.50346 0.52960 3.44059  -0.19
N: 2.20356 0.37090 2.16349  0.97
C: 3.35736 0.50570 1.47389  -0.75
C: 4.38616 0.73830 2.34129  -1.05
N: 3.83136 0.75150 3.58429  0.06
H: 2.55826 0.68580 6.29839  0.18
H: 0.36086 0.29830 7.46329  0.42
H: -1.46454 -0.06680 5.41949  0.54
H: 3.37876 0.40770 0.41059  0.52
H: 5.43736 0.85440 2.17569  0.44
H: 4.33256 0.93830 4.43629  0.18
Cl: -1.19284 9.23230 1.14749  -0.23
C: -0.68134 7.62820 1.52139  0.40
C: -1.53574 6.56250 1.27969  -0.73
C: -1.11304 5.27780 1.56599  -0.30
C: 0.14696 5.06850 2.10859  -0.03
C: 0.99896 6.13670 2.34299  -0.32
C: 0.58606 7.42390 2.04779  -0.67
C: 0.57736 3.63970 2.46909  0.23
O: 1.43656 3.48850 3.31989  -0.69
O: -0.03314 2.77840 1.79449  -0.38
H: -2.51714 6.74120 0.86799  0.42
H: -1.75794 4.43460 1.37789  0.53
H: 1.97676 5.95320 2.75839  0.45
H: 1.24116 8.26260 2.22669  0.42
F: -0.52944 3.72080 -3.21101  -0.38
C: -1.77724 3.32630 -3.50931  0.39
C: -1.99874 1.96680 -3.62811  -0.26
C: -3.28684 1.55370 -3.91291  0.04
F: -3.53984 0.24720 -4.04861  -0.27
C: -4.32984 2.46010 -4.07881  0.13
F: -5.56234 2.03250 -4.34191  -0.33
C: -4.07394 3.82410 -3.97751  0.58
F: -5.05474 4.70670 -4.14661  -0.31
C: -2.78284 4.26290 -3.69161  0.15
F: -2.52824 5.56670 -3.59121  -0.31
Ge: -0.45604 0.76730 -3.20681  1.51
S: 0.18146 0.86630 -1.13121  -0.54
C: 1.16056 1.33410 -4.24821  -0.49
C: 2.42086 0.98820 -3.79421  0.12
F: 2.52296 0.11230 -2.78341  0.00
C: 3.58326 1.49160 -4.36231  -0.26
F: 4.77956 1.17860 -3.86101  -0.29
C: 3.48646 2.32270 -5.47401  0.62
F: 4.59076 2.79120 -6.05201  -0.29
C: 2.23086 2.63440 -5.99211  0.07
F: 2.13996 3.38930 -7.08671  -0.30
C: 1.08996 2.15140 -5.35981  0.62
F: -0.12484 2.45800 -5.83511  -0.33
C: -0.96504 -1.06340 -3.85691  -0.14
C: -1.88134 -1.79110 -3.11891  -0.16
F: -2.38494 -1.20440 -2.02631  -0.24
C: -2.27154 -3.07590 -3.47381  -0.04
F: -3.17334 -3.74250 -2.75731  -0.33
C: -1.69814 -3.66700 -4.59991  0.61
F: -2.01574 -4.91590 -4.93191  -0.31
C: -0.78024 -2.95430 -5.36651  0.08
F: -0.23054 -3.51350 -6.44541  -0.30
C: -0.43624 -1.66240 -4.98261  0.70
F: 0.43186 -0.96800 -5.73131  -0.29
F: -7.76144 0.00380 1.16549  -0.26
C: -6.48834 0.21350 1.50989  0.56
C: -5.61984 0.86910 0.63399  0.00
F: -6.06994 1.30570 -0.54911  -0.26
C: -4.30014 1.06510 0.98769  0.57
F: -3.45774 1.64540 0.10889  -0.21
C: -3.76684 0.65530 2.24329  0.21
O: -2.57374 0.88950 2.60199  -0.70
C: -4.68264 -0.04470 3.08169  0.46
F: -4.23534 -0.51840 4.25299  -0.27
C: -6.00344 -0.24730 2.73549  -0.11
F: -6.82074 -0.89460 3.57239  -0.28
C: 0.62046 -7.42200 2.88579  -1.58
C: 1.58826 -6.40310 2.38709  1.02
C: 1.79856 -5.22320 3.09429  -0.77
C: 2.61946 -4.23530 2.58239  -0.33
C: 3.24896 -4.44440 1.37279  0.36
C: 3.08966 -5.62240 0.66879  -0.77
C: 2.25636 -6.60010 1.18009  -0.62
S: 4.20586 -3.12060 0.66899  1.10
O: 4.37716 -2.09820 1.65979  -0.54
O: 5.35296 -3.62180 -0.02161  -0.76
N: 3.19726 -2.51720 -0.53521  -0.15
C: 1.89996 -2.04850 -0.17911  1.33
C: 0.78176 -3.05890 -0.39471  0.22
C: -0.19344 -3.12080 0.87459  0.28
O: -0.54224 -4.24690 1.15949  -0.72
O: -0.46594 -2.02020 1.36109  -0.51
H: 0.48396 -7.35440 3.96069  0.38
H: 0.93006 -8.42960 2.62519  0.40
H: -0.33774 -7.22620 2.40859  0.28
H: 1.30446 -5.07200 4.04209  0.35
H: 2.78276 -3.29730 3.09019  0.50
H: 3.61556 -5.75220 -0.26511  0.48
H: 2.11186 -7.52070 0.63319  0.39
H: 3.29836 -2.99270 -1.41741  0.32
H: 1.64776 -1.13250 -0.74551  -1.11
H: 1.96666 -1.74700 0.86959  -0.12
H: 1.16286 -4.06440 -0.56731  0.27
H: 0.11406 -2.78630 -1.21161  -0.53

## Properties
HOMO-LUMO gap (alpha / beta) = 4.5 / 3.9 eV
E_HOMO (alpha / beta) = -8.019 / -8.022 eV

---

Here is a structure of composition C47H31Cl5EuN4O2 at a distorted geometry from OMol25. Energies are from the ωB97M-V functional and the def2-TZVPD basis.

Each line ends with the Mulliken charge.
Positions of all 90 atoms, in Å:
Eu: -0.17484 0.48184 -0.54924  0.53
C: 3.23128 -7.27695 -1.41620  -0.33
C: 2.67812 -6.60829 -2.51063  -0.70
C: 2.10448 -5.34347 -2.35042  -0.04
C: 2.07913 -4.74333 -1.08934  -1.10
C: 2.63687 -5.42578 0.00604  0.03
C: 3.21279 -6.68503 -0.15623  -0.78
C: 1.45544 -3.43411 -0.83934  1.43
C: 0.13186 -3.29905 -0.77855  -0.05
C: -0.96381 -4.07736 -1.23482  -1.13
C: -2.04993 -3.29834 -1.24938  -0.94
C: -1.58734 -2.02563 -0.59959  0.30
N: -0.31610 -2.15066 -0.22933  -0.71
C: -2.77364 -0.96630 -0.34821  1.57
C: -2.88588 0.40626 -0.50683  0.87
C: -4.01852 1.19635 0.00271  -1.71
C: -3.62134 2.47295 0.12195  -1.13
C: -2.19784 2.49548 -0.22093  0.51
C: -1.33194 3.35379 0.44951  1.65
C: -1.90860 4.67061 0.85356  -1.24
C: -2.01194 5.67041 -0.12805  -0.12
C: -2.50564 6.93429 0.19233  -0.71
C: -2.90124 7.20983 1.49955  -0.37
C: -2.81314 6.21957 2.48110  -0.77
C: -2.32273 4.95050 2.16000  0.03
C: 0.15990 3.12956 0.91538  0.03
N: 0.96405 2.13909 0.70308  0.09
C: 2.06830 2.15859 1.41122  0.16
C: 2.92022 1.13082 1.26768  1.46
C: 4.14611 1.23970 2.11708  -0.72
C: 4.28966 0.36750 3.20762  0.12
C: 5.41751 0.43521 4.02545  -0.82
C: 6.40828 1.38032 3.76549  -0.30
C: 6.27608 2.25263 2.68423  -0.83
C: 5.15240 2.18011 1.85731  -0.01
C: 2.65726 -0.21339 0.37885  -0.05
C: 3.85184 -0.88711 0.08167  -1.38
C: 3.53431 -2.06730 -0.51140  -1.20
C: 2.16524 -2.12121 -0.51677  0.82
N: 1.57281 -0.90770 -0.20507  0.34
C: 2.00646 3.41139 2.12222  -1.34
C: 0.85892 4.06194 1.83849  -1.34
N: -2.11795 1.39713 -1.05890  0.05
C: -4.04031 -1.63866 0.10376  -0.95
C: -4.17880 -2.12601 1.40636  0.07
C: -5.36786 -2.74898 1.79679  -0.86
C: -6.41987 -2.89389 0.88858  -0.38
C: -6.29034 -2.41386 -0.41310  -0.89
C: -5.10695 -1.78885 -0.80296  0.26
H: 3.67162 -8.26211 -1.54444  0.37
H: 2.68806 -7.07601 -3.49140  0.38
H: 1.67037 -4.83222 -3.20676  0.53
H: 2.60798 -4.97533 0.99780  0.44
H: 3.63478 -7.20159 0.70171  0.35
H: -0.90283 -5.08089 -1.61604  0.57
H: -3.03966 -3.52838 -1.58763  0.54
H: -4.98255 0.82524 0.30073  0.46
H: -4.20272 3.27306 0.54233  0.53
H: -1.71218 5.44502 -1.15094  0.38
H: -2.58505 7.69190 -0.58165  0.37
H: -3.28876 8.19305 1.74989  0.36
H: -3.13289 6.43211 3.49662  0.39
H: -2.26456 4.17460 2.91907  0.43
H: 3.51318 -0.36665 3.42012  0.45
H: 5.51555 -0.24692 4.86549  0.37
H: 7.28278 1.43802 4.40791  0.36
H: 7.04717 2.99194 2.48527  0.37
H: 5.05729 2.86186 1.01465  0.41
H: 4.85762 -0.55624 0.30740  0.48
H: 4.22350 -2.84136 -0.81717  0.54
H: 2.78149 3.77634 2.77440  0.50
H: 0.51446 5.01531 2.18470  0.52
H: -3.36370 -1.99868 2.11491  0.47
H: -5.47433 -3.11136 2.81470  0.39
H: -7.34479 -3.37070 1.19897  0.37
H: -7.10707 -2.51017 -1.12204  0.40
H: -5.00535 -1.39122 -1.81182  0.23
Cl: 0.74102 2.51097 -1.92206  0.23
C: 1.34976 3.88440 -2.85279  -0.49
Cl: 0.03136 4.74562 -3.65470  -0.17
H: 2.04840 3.51952 -3.60960  0.41
H: 1.86459 4.57178 -2.17711  0.29
Cl: -1.41357 -3.50969 -4.62354  -0.15
C: -1.46297 -1.71435 -4.46000  0.71
Cl: -3.10474 -1.26795 -3.86799  -0.18
Cl: -1.25667 -0.98150 -6.09485  -0.17
C: -0.30791 -1.23241 -3.50883  0.09
O: 0.87791 -1.51919 -3.87510  -0.68
O: -0.63832 -0.60006 -2.45756  -0.27
H: -1.46104 0.61966 1.11464  0.04

## Properties
HOMO-LUMO gap (alpha / beta) = 4.6 / 4.9 eV
E_HOMO (alpha / beta) = -2.626 / -4.305 eV
spin multiplicity = 7
charge = -1

---

Which formula does entry 2 have? C47H31Cl5EuN4O2

---

What is the formula in the first record? C47H22ClF20GeN5O7S2Sn